# 1
Below is an isolated molecule of C16H27N3O3S, with properties calculated with ωB97M-V/def2-TZVPD.

Total charge = 0
Relative energy (zero: lowest compared OMol25 entry of this formula, charge and spin) = 170.6 kJ/mol
Kohn-Sham gap = 9.52 eV
M = 341.48 g mol⁻¹
Highest occupied orbital energy = -8.860 eV
Energy = -38478.562 eV
LUMO = 0.66 eV

Last column: Mulliken charge in e.
Positions of all 50 atoms, in Å:
C (-6.04, -0.72, -1.11)  -1.14
C (-4.82, -0.30, -0.79)  0.92
C (-4.37, 1.09, -1.10)  -0.76
H (-5.17, 1.67, -1.56)  0.48
H (-4.00, 1.59, -0.21)  0.32
S (-2.98, 1.13, -2.30)  -0.15
C (-1.67, 1.35, -1.20)  0.43
N (-1.70, 1.39, 0.09)  -0.87
N (-0.43, 1.63, 0.50)  -0.17
C (0.31, 1.72, -0.56)  0.97
C (1.76, 1.98, -0.65)  -0.21
H (2.30, 1.08, -0.34)  -0.07
H (1.99, 2.16, -1.70)  0.40
C (2.21, 3.17, 0.20)  -1.29
C (2.09, 2.94, 1.71)  -0.48
C (3.04, 1.85, 2.24)  -0.69
H (3.64, 1.44, 1.42)  0.37
H (3.74, 2.28, 2.96)  0.41
C (2.31, 0.69, 2.93)  -1.09
N (1.41, -0.02, 2.05)  -0.02
C (1.88, -0.93, 1.17)  0.40
O (3.00, -1.40, 1.18)  -0.63
O (0.90, -1.25, 0.29)  -0.27
C (1.12, -2.28, -0.70)  1.66
C (2.23, -1.87, -1.67)  -1.65
H (2.35, -2.63, -2.43)  0.48
H (1.98, -0.92, -2.15)  0.30
H (3.17, -1.76, -1.13)  0.37
C (-0.21, -2.38, -1.44)  -1.54
H (-1.00, -2.66, -0.74)  0.35
H (-0.15, -3.13, -2.22)  0.47
H (-0.46, -1.42, -1.89)  0.29
C (1.45, -3.61, -0.03)  -1.83
H (1.51, -4.40, -0.78)  0.48
H (2.40, -3.54, 0.49)  0.40
H (0.68, -3.87, 0.69)  0.36
H (0.54, 0.43, 1.81)  0.46
H (3.05, -0.03, 3.28)  0.45
H (1.73, 1.06, 3.78)  0.42
H (2.30, 3.88, 2.21)  0.42
H (1.06, 2.67, 1.93)  0.39
H (3.25, 3.39, -0.05)  0.38
H (1.61, 4.05, -0.07)  0.43
O (-0.43, 1.55, -1.69)  -0.34
C (-3.82, -1.17, -0.10)  -1.03
H (-3.02, -1.42, -0.80)  0.07
H (-4.27, -2.08, 0.26)  0.46
H (-3.36, -0.63, 0.73)  0.30
H (-6.38, -1.71, -0.87)  0.29
H (-6.74, -0.08, -1.62)  0.29

# 2
Below is an isolated molecule of C16H27N3O4, with properties calculated with ωB97M-V/def2-TZVPD.

Total charge = 0
Relative energy (zero: lowest compared OMol25 entry of this formula, charge and spin) = 471.1 kJ/mol
Kohn-Sham gap = 9.02 eV
M = 325.41 g mol⁻¹
Highest occupied orbital energy = -8.410 eV
Energy = -29687.954 eV
LUMO = 0.61 eV

Last column: Mulliken charge in e.
Positions of all 50 atoms, in Å:
O (-0.78, 3.04, -3.75)  -0.54
O (2.10, -2.90, -1.07)  -0.64
O (-2.51, 1.72, -4.23)  -0.46
O (-2.02, -0.20, 1.85)  -0.63
C (-1.33, 1.99, -3.67)  0.27
C (1.19, -3.25, -0.31)  0.78
C (-0.64, 0.91, -2.86)  -0.07
C (0.11, 1.16, -1.71)  -0.95
N (0.15, -2.38, -0.09)  0.14
N (0.54, 0.70, 0.74)  0.49
N (-1.62, -2.78, -2.51)  -0.74
C (1.18, -4.52, 0.56)  -1.24
C (1.31, 0.07, 1.83)  -0.49
C (2.33, 0.94, 2.41)  -0.86
C (1.81, 2.06, 3.25)  -0.80
C (0.91, 3.06, 2.59)  -0.79
C (-1.94, 1.02, 1.02)  -1.15
C (-0.51, 2.45, 2.36)  -1.22
C (-1.09, -0.51, -3.24)  -1.50
C (-0.55, 1.69, 1.02)  0.16
C (-0.27, -1.25, -0.99)  -0.65
C (0.56, 0.09, -0.65)  -0.08
C (-0.56, -1.65, -2.38)  0.12
H (-2.82, 2.42, -4.85)  0.37
H (-1.16, -0.55, 1.70)  0.34
H (0.55, 2.10, -1.48)  0.66
H (-0.51, -2.79, 0.59)  0.32
H (-1.36, -3.57, -1.83)  0.27
H (-1.60, -3.04, -3.45)  0.28
H (1.95, -4.51, 1.31)  0.33
H (1.41, -5.39, -0.03)  0.37
H (0.27, -4.63, 1.24)  0.28
H (0.61, -0.14, 2.56)  0.65
H (1.83, -0.86, 1.46)  0.14
H (2.98, 0.40, 3.06)  0.32
H (3.01, 1.46, 1.70)  0.31
H (2.67, 2.57, 3.53)  0.41
H (1.25, 1.70, 4.12)  0.25
H (0.83, 3.92, 3.26)  0.37
H (1.25, 3.48, 1.68)  0.37
H (-2.61, 1.76, 1.29)  0.74
H (-2.09, 0.74, 0.01)  0.21
H (-0.78, 1.88, 3.21)  0.47
H (-1.21, 3.30, 2.33)  0.52
H (-2.20, -0.49, -3.11)  0.40
H (-0.89, -0.72, -4.21)  0.79
H (-0.42, 2.44, 0.22)  0.36
H (-1.30, -1.01, -0.71)  0.30
H (1.57, -0.04, -0.99)  0.56
H (0.42, -1.90, -2.77)  0.46

# 3
Below is a structure of composition C16H27N4Y, with properties calculated with ωB97M-V/def2-TZVPD.

Total charge = +2
Relative energy (zero: lowest compared OMol25 entry of this formula, charge and spin) = 92.5 kJ/mol
Kohn-Sham gap = 6.07 eV
M = 364.33 g mol⁻¹
Highest occupied orbital energy = -14.904 eV
Energy = -24017.127 eV
LUMO = -8.83 eV

Last column: Mulliken charge in e.
Positions of all 48 atoms, in Å:
Y (-0.47, 0.65, 0.33)  1.57
C (-1.95, 2.87, -0.14)  0.38
C (-1.50, 2.51, -1.44)  0.23
C (-2.19, 1.32, -1.83)  0.67
C (-3.05, 0.94, -0.76)  0.29
C (-2.91, 1.89, 0.29)  0.39
C (-3.58, 1.91, 1.64)  -1.40
C (-3.94, -0.27, -0.79)  -1.53
C (-1.97, 0.56, -3.11)  -1.22
C (-0.47, 3.20, -2.28)  -1.48
C (-1.49, 4.02, 0.73)  -1.41
H (-4.34, 2.69, 1.68)  0.36
H (-2.87, 2.14, 2.45)  0.28
H (-4.08, 0.97, 1.86)  0.39
H (-4.60, -0.24, -1.66)  0.37
H (-4.58, -0.32, 0.09)  0.41
H (-3.38, -1.20, -0.85)  0.30
H (-2.85, -0.02, -3.38)  0.39
H (-1.14, -0.14, -3.02)  0.16
H (-1.72, 1.23, -3.93)  0.38
H (-0.88, 3.49, -3.25)  0.37
H (0.40, 2.56, -2.49)  0.30
H (-0.11, 4.12, -1.81)  0.40
H (-2.27, 4.79, 0.79)  0.37
H (-0.60, 4.50, 0.33)  0.38
H (-1.29, 3.71, 1.76)  0.30
C (2.58, -0.56, 1.37)  -0.92
N (3.65, -1.47, 1.64)  0.09
C (3.15, -2.63, 2.39)  -0.76
N (2.10, -3.32, 1.62)  0.10
C (1.02, -2.42, 1.35)  -0.87
N (1.48, -1.22, 0.56)  0.56
C (2.12, -1.73, -0.71)  -0.87
N (3.19, -2.63, -0.43)  0.13
C (4.22, -1.95, 0.37)  -0.73
C (2.69, -3.78, 0.35)  -0.73
H (2.96, 0.30, 0.81)  0.42
H (2.15, -0.22, 2.32)  0.43
H (2.75, -2.31, 3.35)  0.33
H (3.97, -3.32, 2.55)  0.34
H (0.60, -2.07, 2.30)  0.40
H (0.25, -2.94, 0.78)  0.37
H (2.50, -0.87, -1.28)  0.34
H (1.35, -2.24, -1.30)  0.36
H (4.63, -1.11, -0.19)  0.33
H (5.02, -2.65, 0.59)  0.33
H (3.52, -4.45, 0.56)  0.34
H (1.94, -4.31, -0.24)  0.33

# 4
Below is a structure of composition C16H28B2F4N6O7Ti, with properties calculated with ωB97M-V/def2-TZVPD.

Total charge = +2
Relative energy (zero: lowest compared OMol25 entry of this formula, charge and spin) = 75.1 kJ/mol
Kohn-Sham gap = 8.12 eV
M = 561.92 g mol⁻¹
Highest occupied orbital energy = -16.172 eV
Energy = -75650.974 eV
LUMO = -8.05 eV

Last column: Mulliken charge in e.
Positions of all 64 atoms, in Å:
Ti (-0.38, 0.40, 0.64)  -1.18
C (0.40, 2.21, -3.26)  -1.73
C (-0.15, 1.55, -2.05)  -1.01
N (0.52, 1.36, -0.98)  1.27
O (1.72, 1.96, -0.86)  -0.73
B (2.67, 1.33, 0.13)  0.74
F (2.97, 0.05, -0.29)  -0.34
F (3.69, 2.18, 0.31)  -0.29
O (1.94, 1.21, 1.51)  -0.53
N (1.28, 0.03, 1.65)  0.44
C (1.88, -1.10, 1.78)  0.85
C (3.27, -1.33, 2.18)  -1.77
C (0.96, -2.20, 1.36)  0.57
N (0.00, -1.71, 0.66)  1.22
O (-0.96, -2.53, 0.19)  -0.76
B (-0.93, -2.54, -1.34)  0.79
F (-2.11, -3.14, -1.71)  -0.35
F (0.20, -3.12, -1.80)  -0.35
O (-0.87, -1.09, -1.81)  -0.71
N (-1.57, -0.15, -1.07)  1.19
C (-1.60, 1.11, -1.89)  1.84
C (-2.35, 0.95, -3.19)  -1.65
C (1.17, -3.63, 1.67)  -1.68
H (1.18, 2.92, -2.99)  0.49
H (-0.37, 2.68, -3.86)  0.44
H (0.88, 1.43, -3.87)  0.40
H (3.81, -0.40, 2.32)  0.31
H (3.77, -1.95, 1.44)  0.38
H (3.27, -1.89, 3.13)  0.53
H (-3.37, 0.62, -3.01)  0.35
H (-1.85, 0.22, -3.83)  0.36
H (-2.41, 1.91, -3.71)  0.53
H (1.61, -3.75, 2.65)  0.50
H (1.85, -4.06, 0.93)  0.34
H (0.23, -4.18, 1.59)  0.41
C (0.54, 4.40, 2.14)  -1.02
N (-0.35, 4.38, 0.97)  0.13
C (-0.47, 5.63, 0.22)  -0.92
C (-0.93, 3.28, 0.58)  1.16
O (-0.81, 2.19, 1.24)  -0.29
C (-1.78, 3.29, -0.69)  -1.09
O (-2.28, 2.01, -1.00)  -0.20
C (-2.94, -0.60, -0.69)  -1.55
C (-2.93, -0.85, 0.79)  0.59
O (-2.02, -0.20, 1.44)  -0.83
N (-3.81, -1.58, 1.38)  0.16
C (-3.78, -1.82, 2.83)  -1.01
C (-4.83, -2.33, 0.62)  -0.93
H (0.21, 5.19, 2.82)  0.42
H (1.56, 4.61, 1.81)  0.40
H (0.52, 3.44, 2.65)  0.28
H (-0.13, 6.44, 0.85)  0.35
H (-1.51, 5.82, -0.05)  0.38
H (0.15, 5.60, -0.68)  0.32
H (-1.22, 3.74, -1.51)  0.47
H (-2.65, 3.92, -0.51)  0.56
H (-3.20, -1.48, -1.28)  0.76
H (-3.66, 0.19, -0.89)  0.84
H (-2.91, -1.34, 3.26)  0.35
H (-3.73, -2.89, 3.00)  0.37
H (-4.69, -1.42, 3.27)  0.37
H (-5.23, -1.73, -0.19)  0.39
H (-5.65, -2.56, 1.30)  0.37
H (-4.41, -3.25, 0.23)  0.34

Copy entry 4 word for word.
Below is a structure of composition C16H28B2F4N6O7Ti, with properties calculated with ωB97M-V/def2-TZVPD.

Total charge = +2
Relative energy (zero: lowest compared OMol25 entry of this formula, charge and spin) = 75.1 kJ/mol
Kohn-Sham gap = 8.12 eV
M = 561.92 g mol⁻¹
Highest occupied orbital energy = -16.172 eV
Energy = -75650.974 eV
LUMO = -8.05 eV

Last column: Mulliken charge in e.
Positions of all 64 atoms, in Å:
Ti (-0.38, 0.40, 0.64)  -1.18
C (0.40, 2.21, -3.26)  -1.73
C (-0.15, 1.55, -2.05)  -1.01
N (0.52, 1.36, -0.98)  1.27
O (1.72, 1.96, -0.86)  -0.73
B (2.67, 1.33, 0.13)  0.74
F (2.97, 0.05, -0.29)  -0.34
F (3.69, 2.18, 0.31)  -0.29
O (1.94, 1.21, 1.51)  -0.53
N (1.28, 0.03, 1.65)  0.44
C (1.88, -1.10, 1.78)  0.85
C (3.27, -1.33, 2.18)  -1.77
C (0.96, -2.20, 1.36)  0.57
N (0.00, -1.71, 0.66)  1.22
O (-0.96, -2.53, 0.19)  -0.76
B (-0.93, -2.54, -1.34)  0.79
F (-2.11, -3.14, -1.71)  -0.35
F (0.20, -3.12, -1.80)  -0.35
O (-0.87, -1.09, -1.81)  -0.71
N (-1.57, -0.15, -1.07)  1.19
C (-1.60, 1.11, -1.89)  1.84
C (-2.35, 0.95, -3.19)  -1.65
C (1.17, -3.63, 1.67)  -1.68
H (1.18, 2.92, -2.99)  0.49
H (-0.37, 2.68, -3.86)  0.44
H (0.88, 1.43, -3.87)  0.40
H (3.81, -0.40, 2.32)  0.31
H (3.77, -1.95, 1.44)  0.38
H (3.27, -1.89, 3.13)  0.53
H (-3.37, 0.62, -3.01)  0.35
H (-1.85, 0.22, -3.83)  0.36
H (-2.41, 1.91, -3.71)  0.53
H (1.61, -3.75, 2.65)  0.50
H (1.85, -4.06, 0.93)  0.34
H (0.23, -4.18, 1.59)  0.41
C (0.54, 4.40, 2.14)  -1.02
N (-0.35, 4.38, 0.97)  0.13
C (-0.47, 5.63, 0.22)  -0.92
C (-0.93, 3.28, 0.58)  1.16
O (-0.81, 2.19, 1.24)  -0.29
C (-1.78, 3.29, -0.69)  -1.09
O (-2.28, 2.01, -1.00)  -0.20
C (-2.94, -0.60, -0.69)  -1.55
C (-2.93, -0.85, 0.79)  0.59
O (-2.02, -0.20, 1.44)  -0.83
N (-3.81, -1.58, 1.38)  0.16
C (-3.78, -1.82, 2.83)  -1.01
C (-4.83, -2.33, 0.62)  -0.93
H (0.21, 5.19, 2.82)  0.42
H (1.56, 4.61, 1.81)  0.40
H (0.52, 3.44, 2.65)  0.28
H (-0.13, 6.44, 0.85)  0.35
H (-1.51, 5.82, -0.05)  0.38
H (0.15, 5.60, -0.68)  0.32
H (-1.22, 3.74, -1.51)  0.47
H (-2.65, 3.92, -0.51)  0.56
H (-3.20, -1.48, -1.28)  0.76
H (-3.66, 0.19, -0.89)  0.84
H (-2.91, -1.34, 3.26)  0.35
H (-3.73, -2.89, 3.00)  0.37
H (-4.69, -1.42, 3.27)  0.37
H (-5.23, -1.73, -0.19)  0.39
H (-5.65, -2.56, 1.30)  0.37
H (-4.41, -3.25, 0.23)  0.34